Below is an isolated ion of composition C4H12N3S and charge +1, with properties calculated with ωB97M-V/def2-TZVPD.

Cartesian coordinates (Å):
1 S -2.5328 1.0651 0.5861
2 N 0.6678 0.6076 -0.4217
3 N 0.1467 1.1364 0.7625
4 N -0.8468 -1.0329 0.5163
5 C 1.5293 -1.6717 0.4682
6 C 0.3676 -0.9927 -0.2251
7 C -1.0176 0.2055 1.1943
8 C 0.1752 1.2359 -1.7473
9 H -3.2058 0.9387 1.7254
10 H -0.8591 0.8036 -1.8992
11 H -0.2536 2.0721 0.5894
12 H -0.8727 0.0902 2.2770
13 H -1.6362 -1.2533 -0.0323
14 H 1.6465 0.6791 -0.4382
15 H 1.2184 -2.5917 0.8162
16 H 0.8078 1.0444 -2.6706
17 H 0.3277 -1.5622 -1.1025
18 H 1.8148 -1.1824 1.3868
19 H 2.4049 -1.9147 -0.2016
20 H 0.1179 2.3229 -1.5837

Computed properties:
SMILES: C[C@H]1N[C@H](S)N[N@@H+]1C
Net charge: +1
E_LUMO: -2.955 eV

Below is a 3-piece molecular cluster, C4H12N4 overall, with properties calculated with ωB97M-V/def2-TZVPD.

Cartesian coordinates (Å):
1 N 0.4498 -0.1228 -2.7348
2 N -0.7442 -0.5074 -2.7509
3 N -1.2012 -0.8516 -3.9403
4 N 0.1441 -0.0046 0.5858
5 C 0.7812 0.7225 2.7129
6 C 1.1160 1.9889 2.4745
7 C -1.2581 -0.3012 0.6260
8 C 0.9942 -0.9481 0.4378
9 H 0.7236 -2.0094 0.4143
10 H -2.1829 -1.0534 -4.0041
11 H 0.6930 0.1062 -1.7684
12 H 0.4282 2.7207 2.0887
13 H 1.5483 -0.0854 2.7603
14 H -1.6753 -0.1542 -0.3681
15 H -1.4751 -1.3221 0.9704
16 H 2.0276 -0.6829 0.2624
17 H -0.1343 0.4666 3.2275
18 H -0.6330 -0.7161 -4.7729
19 H -1.7401 0.4194 1.2878
20 H 2.1382 2.3349 2.4911

Computed properties:
SMILES: [H]/N=N/N.C=NC.C=C
E_LUMO: 0.999 eV

Below is a single C4H12N4 molecule, with properties calculated with ωB97M-V/def2-TZVPD.

Cartesian coordinates (Å):
1 N -1.8702 -0.2661 -1.8889
2 N 0.9215 1.7128 0.8303
3 N -0.2018 -0.8009 -0.3092
4 N 1.6181 0.6091 0.3070
5 C -1.0970 0.2367 -0.7672
6 C 1.8187 -1.8050 0.4423
7 C -2.0564 0.6529 0.3460
8 C 0.9613 -0.6101 0.1297
9 H 2.1224 -1.8021 1.4899
10 H -2.4012 -1.0736 -1.5800
11 H -2.5097 -0.2365 0.7855
12 H -1.2392 -0.5880 -2.6164
13 H -2.8354 1.2819 -0.0748
14 H -0.5489 1.1222 -1.1240
15 H 1.0471 1.8119 1.8399
16 H 1.2369 2.5635 0.3710
17 H 2.5814 0.5011 0.6518
18 H 1.2595 -2.7073 0.2331
19 H 2.7136 -1.7956 -0.1799
20 H -1.5209 1.1929 1.1140

Computed properties:
SMILES: C/C(=N/[C@H](C)N)NN
E_LUMO: 0.807 eV

Energy above the lowest of the compared OMol25 structures with the same formula, charge and spin per entry: 2.342; 4.916; 1.193 eV
Molar mass per entry: 134.23; 116.17; 116.17 g mol⁻¹